Record 1
{
  "formula": "C9H13N3",
  "method": "ωB97M-V/def2-TZVPD",
  "orbital_gap_ev": [7.357, 8.589],
  "e_tot_ev": -14009.2175,
  "multiplicity": 3,
  "s_squared": 2.043,
  "e_homo_ev": [-6.42, -9.31],
  "elements": ["C", "C", "C", "C", "C", "C", "C", "C", "C", "N", "N", "N", "H", "H", "H", "H", "H", "H", "H", "H", "H", "H", "H", "H", "H"],
  "positions_angstrom": [[-2.88400, -0.89898, -0.93608], [-1.61555, -1.17511, -0.36310], [-3.40108, 0.35889, -0.59943], [-1.79454, 0.83942, 0.95809], [-0.97718, -0.25325, 0.47680], [1.29143, -1.51294, 0.85012], [2.25835, -1.22752, -0.39164], [0.27812, -0.41413, 1.08578], [1.18648, 2.16472, -0.34123], [-2.91449, 1.16313, 0.37010], [2.40846, 0.18951, -0.56133], [1.24151, 0.80841, -0.82209], [-3.18978, -1.49541, -1.81136], [-1.05862, -2.08953, -0.67912], [-4.36731, 0.53528, -1.04286], [-1.44706, 1.67712, 1.50726], [0.85893, -2.49143, 0.66107], [1.91258, -1.53015, 1.82029], [3.21440, -1.58884, -0.04404], [1.87752, -1.56597, -1.31578], [0.60754, 0.33648, 1.81545], [1.54164, 2.73867, -1.16214], [0.17681, 2.44287, -0.15963], [1.91866, 2.22156, 0.47864], [2.87716, 0.76719, 0.20622]],
  "forces_ev_per_angstrom": [[2.6, 0.9, 0.2], [-0.1, -0.9, -1.3], [-0.8, -1.7, 0.2], [0.4, -0.3, -2.6], [-0.7, 0.1, 2.3], [0.8, 0.6, 0.3], [-0.4, 0.8, 3.1], [0.3, -0.9, 0.6], [1.5, -1.6, -0.6], [-1.3, -0.3, -0.8], [0.2, 3.2, 1.2], [-0.3, -0.3, -1.4], [-0.4, 0.3, 0.9], [-0.5, 0.8, 0.3], [-0.2, 1.0, 0.0], [0.9, 0.1, 1.3], [-0.3, -0.2, 0.3], [-0.7, -0.3, -1.6], [0.4, -0.6, -0.8], [-0.2, -0.9, -0.9], [-0.3, -0.1, -0.4], [0.4, 1.2, -0.6], [-0.7, 0.2, 0.6], [-0.5, 0.8, 0.4], [0.0, -1.7, -0.9]],
  "lowdin_charge": [-0.054, -0.025, -0.157, -0.111, -0.247, -0.158, -0.174, -0.087, -0.113, 0.052, -0.110, -0.096, 0.108, 0.118, 0.090, 0.099, 0.089, 0.126, 0.105, 0.097, 0.110, 0.069, 0.059, 0.075, 0.135]
}

---

Record 2
{
  "formula": "C9H13N3O",
  "method": "ωB97M-V/def2-TZVPD",
  "charge": 2,
  "orbital_gap_ev": 8.613,
  "e_tot_ev": -16038.0927,
  "multiplicity": 1,
  "e_homo_ev": -17.11,
  "elements": ["C", "C", "C", "C", "C", "C", "C", "C", "C", "N", "N", "N", "O", "H", "H", "H", "H", "H", "H", "H", "H", "H", "H", "H", "H", "H"],
  "positions_angstrom": [[-1.31527, -0.96236, 2.93201], [-1.78778, -0.01693, 2.05298], [-0.24163, -1.69790, 2.46835], [-1.21335, 0.24982, 0.80209], [0.35579, -1.58636, 1.19246], [-0.22274, -0.56527, 0.31922], [2.51317, -2.82191, 0.94517], [-0.56557, -0.67322, -2.02702], [0.10861, 3.04446, -2.00601], [1.50842, -2.24212, 0.96637], [0.34395, -0.43583, -0.95103], [1.11759, 1.16770, -1.03569], [0.53008, 2.32646, -0.74251], [-1.49151, -0.97612, 3.97083], [-2.70522, 0.41451, 2.36294], [0.29162, -2.33341, 3.14165], [-1.57413, 1.05687, 0.16730], [3.40243, -3.45487, 1.02425], [-0.68441, -1.76838, -2.10873], [-1.47032, -0.33363, -1.67170], [-0.20912, -0.13919, -2.89041], [-0.55724, 3.88087, -1.49687], [-0.36309, 2.30044, -2.64434], [0.98893, 3.53624, -2.57116], [1.71622, 0.89009, -0.17616], [1.52454, 1.14004, -2.02398]],
  "forces_ev_per_angstrom": [[2.0, 0.2, -1.9], [-0.7, -0.1, 0.0], [1.7, -0.8, -0.3], [-0.7, -0.5, 0.1], [-3.4, 2.8, 0.7], [1.6, -1.1, 1.2], [-2.1, 0.8, 0.3], [0.6, -0.4, 0.0], [0.1, 2.2, 1.4], [3.4, -2.0, -0.4], [2.6, 1.5, 0.1], [0.5, -3.4, 1.0], [-0.4, 0.8, -1.3], [-1.0, -0.3, 0.9], [-0.5, 1.3, 0.0], [0.0, -0.6, 0.5], [-0.2, -0.2, 0.2], [-0.3, 0.4, -0.3], [0.4, 0.4, -0.5], [-2.6, 1.0, -0.2], [-0.1, -0.5, -0.7], [1.1, -1.9, -1.7], [-0.5, 0.4, 0.1], [-1.1, -0.9, 1.3], [-0.4, 0.9, -2.3], [0.0, -0.1, 1.7]],
  "lowdin_charge": [0.008, 0.013, 0.045, 0.028, -0.145, -0.221, 0.377, -0.025, 0.038, 0.179, -0.021, 0.074, -0.134, 0.129, 0.127, 0.130, 0.135, 0.164, 0.140, 0.064, 0.099, 0.160, 0.075, 0.133, 0.222, 0.208]
}

---

Record 3
{
  "formula": "C9H13N3O2S",
  "method": "ωB97M-V/def2-TZVPD",
  "orbital_gap_ev": 9.098,
  "e_tot_ev": -28942.1328,
  "smiles": "CC1=C(C)S(=O)(=O)Nc2c(C)c(C)nn21",
  "multiplicity": 1,
  "e_homo_ev": -8.48,
  "elements": ["C", "C", "C", "C", "S", "O", "O", "N", "C", "C", "C", "C", "C", "N", "N", "H", "H", "H", "H", "H", "H", "H", "H", "H", "H", "H", "H", "H"],
  "positions_angstrom": [[-0.41795, 2.67953, -0.01697], [-0.85936, 1.29262, -0.01315], [-2.09235, 0.80313, 0.11619], [-3.33552, 1.70926, -0.00531], [-2.38823, -0.90791, -0.13290], [-2.09604, -1.28328, -1.48608], [-3.65840, -1.29803, 0.39797], [-1.09740, -1.39497, 0.85461], [0.09786, -0.87794, 0.30069], [1.33449, -1.41927, 0.13602], [1.87752, -2.63961, 0.60395], [2.10105, -0.26998, -0.32642], [3.52773, -0.36010, -0.73349], [1.37074, 0.81571, -0.44935], [0.13718, 0.37349, -0.10830], [-0.67857, 3.20530, -1.02277], [0.68889, 2.78679, 0.04836], [-0.91205, 3.26417, 0.66307], [-4.14677, 1.27165, -0.61069], [-3.06553, 2.66635, -0.45077], [-3.64317, 1.83735, 1.04818], [-0.85689, -2.35232, 1.19549], [2.12731, -2.55083, 1.76133], [1.28544, -3.56145, 0.46555], [2.85676, -2.82681, 0.09661], [3.92169, -1.14454, -1.45146], [3.90565, 0.61642, -1.13219], [4.01593, -0.43473, 0.25183]],
  "forces_ev_per_angstrom": [[1.3, 1.4, -3.6], [-0.7, -0.9, 0.3], [-1.9, 1.1, -1.4], [0.5, -0.8, 1.1], [0.1, -0.4, -0.1], [0.0, 0.1, 0.1], [0.4, 0.1, 0.5], [1.4, -0.6, 0.0], [-0.6, -1.7, 0.5], [0.0, 3.1, -0.6], [2.3, -2.5, 2.4], [-0.4, -1.6, -1.1], [1.5, 1.2, 0.3], [0.8, -1.4, -0.5], [0.7, 2.3, 0.1], [0.4, -1.1, 1.4], [-1.1, -0.2, 0.2], [-1.2, 1.3, 2.0], [0.4, 0.0, 0.4], [0.0, 0.0, 0.1], [-0.5, 0.3, -0.6], [-1.4, 0.8, -0.6], [-0.4, -0.4, -2.1], [0.0, 0.5, 0.0], [-0.7, 0.0, 0.5], [-1.1, 0.6, 1.1], [-0.6, -0.7, 0.2], [0.6, -0.4, -0.5]],
  "lowdin_charge": [-0.013, -0.262, -0.263, -0.045, 0.670, -0.265, -0.277, -0.004, -0.281, -0.206, -0.073, -0.279, -0.045, 0.144, -0.059, 0.138, 0.090, 0.053, 0.088, 0.071, 0.092, 0.151, 0.133, 0.085, 0.085, 0.102, 0.087, 0.084]
}